1.
ORCA calculation (wB97M-V/def2-TZVPD) on a 2-piece molecular cluster, C5H14N overall in a non-equilibrium geometry.

Positions of all 20 atoms, in Å:
C (-0.1071, 0.1849, 1.5668)
C (0.5069, 0.3941, 0.1493)
C (-0.5430, 0.5534, -0.9506)
C (-1.4981, 1.7585, -0.8139)
C (-1.2957, -0.7723, -1.1921)
N (1.2635, -0.7497, -0.2341)
H (-0.7796, 0.9861, 1.9678)
H (-0.6347, -0.7199, 1.5599)
H (0.6617, 0.1392, 2.2871)
H (1.0723, 1.3718, 0.1824)
H (0.1420, 0.6781, -1.8536)
H (-2.2513, 1.6297, 0.0904)
H (-0.8690, 2.7146, -0.6519)
H (-2.0484, 1.9233, -1.7592)
H (-2.0780, -0.9718, -0.3993)
H (-1.8427, -0.7796, -2.1729)
H (-0.5230, -1.5983, -1.1779)
H (2.2939, -0.6367, -0.0182)
H (7.7320, -6.2833, 5.7973)
H (7.9018, -5.9176, 5.2299)

Force components x, y, z for each atom (eV/Å):
C -0.954 0.513 1.303
C 2.386 0.522 -1.593
C -1.379 -1.049 -2.745
C 0.430 1.193 1.986
C -0.246 -0.721 0.192
N -0.214 2.368 1.999
H 0.539 -0.167 -1.444
H -0.800 -1.294 0.055
H 1.144 -0.264 0.644
H 0.278 -1.080 0.528
H -1.161 0.293 0.867
H 1.528 0.266 -1.971
H -1.141 -1.328 -0.068
H 0.233 -0.371 0.526
H 0.883 0.253 -0.757
H 0.665 0.080 0.880
H -1.405 0.653 -0.229
H -0.786 0.132 -0.174
H -0.473 -1.014 1.573
H 0.473 1.014 -1.574

Results
- LUMO level (eV) = -9.3
- relative energy (zero: lowest compared OMol25 entry of this formula, charge and spin) (eV) = 6.656
- net charge = +1

---

2.
ORCA calculation (wB97M-V/def2-TZVPD) on C21H37BeCaClF2Li2N3O12P as an isolated structure in a non-equilibrium geometry.

Positions of all 81 atoms, in Å:
C (-2.6227, -1.7675, -1.9799)
C (-1.2983, -2.5001, -1.7162)
C (-0.0121, -1.7260, -2.0176)
F (0.5575, -2.2462, -3.1753)
C (-0.1047, -0.1832, -2.0293)
N (-0.8193, 0.4055, -0.8904)
C (-0.6125, -0.1697, 0.2854)
C (0.6843, -0.2743, 1.0772)
C (-1.8695, -0.7427, 0.9930)
N (1.3129, 0.3688, -2.0174)
C (2.0382, 0.4066, -3.2993)
F (2.7219, 1.7114, -3.3508)
P (3.4451, -0.8355, -3.1301)
C (4.4765, -0.9400, -4.6731)
C (4.4211, 0.0985, -1.8825)
C (1.2501, 0.3192, -4.6041)
O (-0.1460, 0.0994, -4.5214)
C (-0.7579, 0.4577, -3.2891)
C (-0.7285, 2.0377, -3.1550)
C (-2.2150, 2.5674, -3.3172)
C (-2.8000, 2.3358, -4.7269)
O (-2.3549, 3.6730, -4.1970)
H (-2.7332, -0.7891, -1.5015)
H (-3.4501, -2.4684, -1.7148)
H (-2.7150, -1.6304, -3.0801)
H (-1.2311, -2.8669, -0.6791)
H (-1.3021, -3.4210, -2.3200)
H (0.7175, -1.9951, -1.2259)
H (1.3398, -1.0229, 0.5887)
H (1.2041, 0.6912, 1.2170)
H (0.4684, -0.6983, 2.0676)
H (-2.7903, -0.3054, 0.5898)
H (-1.7976, -0.3993, 2.0487)
H (-1.8581, -1.8431, 1.0336)
H (1.2749, 1.3286, -1.6182)
H (1.9111, -0.1656, -1.3743)
H (5.3966, -1.5152, -4.5016)
H (3.9390, -1.4488, -5.4860)
H (4.7936, 0.0787, -4.9714)
H (5.1315, -0.5488, -1.3536)
H (4.9015, 0.9355, -2.4057)
H (3.7042, 0.4942, -1.1396)
H (1.4158, 1.2452, -5.1909)
H (1.6633, -0.4925, -5.2229)
H (-1.8239, 0.2063, -3.4046)
H (-0.2364, 2.5292, -4.0265)
H (-0.3843, 2.3883, -2.1610)
H (-2.9022, 2.4629, -2.4570)
H (-3.8725, 2.4122, -4.8817)
H (-2.1348, 1.9977, -5.5216)
C (2.6669, 3.2277, -1.6570)
O (3.9782, 3.2945, -1.7086)
O (1.9132, 4.1427, -2.1827)
O (2.0264, 2.2505, -1.1404)
Li (0.6702, 4.1605, -3.1755)
C (-0.6318, 0.1750, 6.7054)
C (0.5817, -0.1383, 5.8659)
C (1.8851, 0.3115, 6.4641)
O (2.7016, 0.4912, 5.2924)
C (1.8732, 0.7883, 4.2744)
O (2.2309, 1.1713, 3.2030)
O (0.5738, 0.5987, 4.6216)
H (-0.6443, -0.4265, 7.6141)
H (-0.6561, 1.2296, 6.9857)
H (-1.5459, -0.0217, 6.1418)
H (0.6001, -1.2044, 5.6204)
H (2.3212, -0.4276, 7.1315)
H (1.8173, 1.2686, 6.9852)
N (-4.7559, -2.8435, 0.3075)
O (-5.4711, -2.4435, 1.2250)
O (-3.5153, -3.0281, 0.4997)
O (-5.2341, -3.0417, -0.8358)
Li (-1.2800, 1.9986, 0.5630)
Be (-4.4134, -0.6657, -3.0307)
C (-2.5830, -1.6830, 8.9067)
O (-1.6846, -0.9615, 9.3466)
H (-3.3183, -2.0868, 9.6224)
H (-3.2303, -1.2748, 8.1086)
H (-2.1597, -2.7598, 8.3514)
Cl (-2.8325, -4.0227, 7.6863)
Ca (4.9206, 3.6656, -3.4825)

Force components x, y, z for each atom (eV/Å):
C 0.222 -1.424 -0.681
C -0.259 0.026 0.439
C -0.210 -1.209 1.030
F 0.002 0.990 -0.244
C 0.254 1.477 -1.028
N 0.241 -2.232 0.679
C -1.376 -0.830 0.616
C -0.215 -1.152 -0.566
C 1.211 3.131 1.136
N -0.473 -3.326 -2.153
C 1.784 0.019 -0.746
F -0.428 -0.264 -1.289
P -0.147 -1.986 0.547
C -0.199 1.119 0.083
C -0.332 -0.008 -0.367
C -0.516 -0.026 -0.636
O 0.140 -0.452 0.826
C 0.460 1.364 -0.360
C -2.329 0.511 0.182
C -0.042 -1.164 -2.334
C 0.859 2.184 1.959
O 0.336 -0.750 0.443
H 0.004 -0.381 -0.038
H 0.313 0.618 0.159
H 0.385 -0.017 0.383
H -0.335 0.185 -0.340
H 0.232 0.382 0.110
H -0.168 0.246 -0.275
H 0.117 0.515 0.199
H -0.134 -0.405 -0.262
H 0.059 0.275 -0.315
H 0.101 -0.751 -0.206
H -0.193 -0.513 -0.169
H -0.249 0.095 -0.350
H 0.297 1.154 0.106
H -0.465 0.060 0.082
H -0.387 0.058 0.365
H 0.063 0.313 0.287
H -0.089 -0.415 -0.266
H -0.078 0.213 -0.382
H 0.260 -0.033 0.540
H 0.626 0.116 -0.252
H 0.140 -0.209 0.449
H -0.232 0.112 0.308
H 0.521 -0.302 0.283
H 0.149 -0.607 0.471
H 0.303 -0.110 -0.624
H 0.405 0.257 -0.480
H 0.222 -0.681 0.046
H -0.330 -0.221 0.219
C -2.352 -0.071 0.785
O -0.973 0.245 -0.117
O 3.163 0.142 0.336
O 2.688 2.958 2.302
Li -1.772 0.266 -0.973
C -0.105 0.223 -0.393
C -0.742 -0.013 0.699
C 0.237 -0.198 0.254
O -0.251 0.136 -0.336
C -0.039 -0.090 0.638
O 0.019 0.171 -0.473
O 0.558 -0.031 -0.371
H 0.094 0.132 -0.143
H 0.112 -0.026 0.053
H 0.035 -0.148 0.032
H 0.120 0.045 -0.066
H 0.174 0.004 -0.166
H -0.128 -0.019 -0.043
N -0.542 0.262 -0.092
O 0.285 -0.006 -0.018
O 0.196 -0.116 -0.059
O 0.475 0.034 0.206
Li -0.214 -0.085 -0.258
Be -0.973 0.535 -0.238
C -3.772 4.997 2.631
O 0.954 -1.204 -0.371
H 0.788 -1.121 0.334
H 0.874 -0.408 -1.095
H -0.424 -4.194 -2.131
Cl 1.438 1.787 0.893
Ca -0.447 -0.161 0.595

Results
- LUMO level (eV) = -8.3
- net charge = +2